Computed, not measured: 2 unconnected molecules or ions with the total composition C2H2Br3F at a distorted geometry, with ωB97M-V with the def2-TZVPD basis set.

CARTESIAN COORDINATES (ANGSTROEM)
Br: -1.1173 2.5232 0.4480
Br: -4.4002 0.6046 -0.6706
Br: -5.2689 -1.0486 0.6959
F: -0.6310 1.0580 -1.6337
C: -0.3020 1.0273 -0.3789
C: 0.5667 0.1666 0.0907
H: 1.0102 0.2687 1.0280
H: 0.8215 -0.7462 -0.4447

## Properties
**Molecular weight**: 284.748 g/mol
**HOMO-LUMO gap**: 8.18 eV
**Charge**: 0
**Energy above the lowest of the compared OMol25 structures with the same formula, charge and spin**: 0.787 eV
**SMILES string**: C=C(F)Br.BrBr
**Multiplicity**: 1

List of Mulliken charges in e, atom by atom: -0.11 0.02 -0.02 -0.20 0.39 -0.60 0.28 0.24

=====

Computed, not measured: 17 unconnected molecules or ions with the total composition C46H128N2O17 at a distorted geometry, with ωB97M-V with the def2-TZVPD basis set.

CARTESIAN COORDINATES (ANGSTROEM)
O: -2.4058 -1.4064 -3.1524
O: 0.3194 -1.4366 -4.7120
O: 1.1034 3.7887 -1.0455
O: -5.8401 1.4658 -3.3130
O: 6.9092 1.0983 -1.4822
O: 2.8831 -1.4321 3.1406
O: 0.5671 -6.0925 3.9694
O: -1.3035 4.9799 0.0830
O: -2.0956 -2.3575 -0.4765
O: 2.0645 -5.2251 1.8767
O: 3.3707 1.4143 3.5040
O: 2.4358 0.5205 -6.7629
O: -5.5878 3.7404 -1.6123
O: 5.7294 -3.9961 -0.4295
O: -6.9471 2.1872 1.2287
O: -0.5923 2.0171 -2.1796
O: 0.1816 -1.1366 3.4615
N: -0.4709 -0.4355 0.5550
N: 5.5489 1.0904 5.1784
C: 2.2953 -2.6081 -4.2545
C: -6.6705 4.6600 -1.4444
C: 3.7012 2.5994 -6.3712
C: 4.8371 0.4090 -0.5261
C: -8.0700 0.7321 -2.6365
C: 1.1320 2.4673 -6.5872
C: -1.0912 1.2207 -1.1434
C: 0.5035 -3.7545 -5.4730
C: -0.7721 -5.0776 5.7681
C: 0.9438 -0.2214 -1.4962
C: -6.5151 5.4931 -0.2225
C: 5.6198 -4.9520 1.8303
C: -3.1109 -2.9366 1.7019
C: -1.7081 -0.7655 4.8803
C: 5.8392 1.5534 -0.6050
C: -3.6989 -0.8511 -5.0998
C: 1.6320 -3.5325 0.1647
C: 6.5388 0.1167 3.1587
C: 0.6225 0.2029 5.4488
C: 0.7354 -5.8115 -0.1321
C: 3.5624 -2.5611 3.8289
C: 2.4313 4.0864 -1.5659
C: -2.6239 -3.4175 0.3774
C: -4.4932 -2.4971 -3.4600
C: 5.7242 -3.6992 0.9850
C: 0.8397 -2.7665 -4.3989
C: 2.2922 5.3294 -2.4550
C: -5.6256 0.4781 0.3446
C: 3.3236 4.4200 -0.3485
C: 2.3636 1.7920 -6.0898
C: -5.1518 1.3718 2.6948
C: 3.2562 -2.5009 5.3142
C: -1.0221 3.3119 1.8318
C: 0.1073 0.5068 -0.4325
C: 1.1085 -4.7418 0.9056
C: 5.8731 1.3754 3.7754
C: -1.9752 4.1069 0.9652
C: -2.8806 4.9970 1.7333
C: 2.1375 2.0156 3.2137
C: -0.2100 -0.9436 4.8116
C: -3.7102 -1.2038 -3.6162
C: -1.5858 2.4624 -3.1484
C: -7.2397 1.5882 -3.5808
C: 4.6173 2.0937 3.2015
C: 0.4309 -4.9282 4.7778
C: -5.6093 1.6624 1.2650
H: -3.5712 -3.7854 2.1989
H: 1.1437 2.5113 -7.6708
H: 4.0120 2.4655 -7.4385
H: -6.2645 -0.4166 0.6143
H: -2.3069 -2.5587 2.3249
H: 4.6020 -2.4125 3.5755
H: 1.4103 -4.7651 5.3179
H: -5.8872 0.8350 -0.6708
H: 3.4855 3.4851 0.2473
H: -1.5124 2.3791 2.2340
H: 0.2700 -0.8803 1.1188
H: -7.5946 2.6072 -3.7908
H: 2.2295 2.4177 2.2234
H: -0.9734 0.1519 1.2171
H: 6.1655 1.5678 5.8660
H: -2.5683 3.3973 0.3967
H: -1.0368 3.0883 -3.8397
H: -7.4113 2.1393 2.0981
H: -0.5973 4.5213 -0.3782
H: -4.2192 -3.1148 -2.5899
H: 3.1785 -3.4432 3.2859
H: 4.6747 2.1569 2.1611
H: 1.6747 -2.7057 0.8653
H: -3.5438 5.5324 1.0243
H: 0.6322 3.1439 -1.5544
H: -2.1484 0.0992 4.2735
H: -5.4203 5.5436 -0.0610
H: 2.5319 -3.7040 -0.4288
H: -1.6022 1.8151 -0.3647
H: -6.8969 5.0424 0.6937
H: 0.8556 -3.3980 -6.4335
H: -1.6690 0.4449 -1.5742
H: 2.3679 1.6460 -5.0278
H: 7.4559 1.8272 -1.6662
H: -4.6037 0.0882 0.2427
H: -0.6313 -5.9303 6.4614
H: -5.5607 2.0581 -2.5732
H: 0.3557 -4.0254 4.1177
H: 0.9493 -4.7010 -5.1754
H: 2.3768 -1.8137 -3.4858
H: 0.4110 -3.0095 -3.4308
H: -0.8288 3.9908 2.6904
H: 2.2826 -2.8701 5.5816
H: -5.9014 0.6860 3.2107
H: -5.2934 2.2581 3.3186
H: 4.7847 -3.1636 1.1315
H: -2.4189 -1.8420 -2.2923
H: 0.4612 -6.7124 0.4076
H: -3.4252 0.2091 -5.3843
H: 3.2626 5.7575 -2.7549
H: -1.9242 -4.2341 0.3579
H: 1.5526 -5.6665 2.5723
H: -3.8004 -2.1631 1.4870
H: 6.5169 -5.4960 1.7076
H: 4.4696 2.0693 -5.7891
H: -0.6380 -1.4596 -4.6451
H: 3.4680 -1.5115 5.7490
H: 2.9258 3.2794 -2.1590
H: 5.2570 -3.2080 -0.7522
H: -1.9859 -0.6023 5.8789
H: -4.8122 4.2828 -1.6815
H: 1.7609 -0.0723 -6.3688
H: -7.5075 3.9813 -1.4660
H: -0.2084 -6.0931 3.3796
H: 2.8773 -3.4778 -3.8857
H: 4.2436 4.8481 -0.7224
H: 4.1898 0.2382 -1.4147
H: -6.7209 5.1189 -2.3698
H: -0.0996 3.0107 1.3847
H: -5.5873 -2.3799 -3.4349
H: 6.7270 0.3204 2.0956
H: -0.5277 -3.9670 -5.6303
H: -0.0842 -5.3756 -0.7079
H: -7.5229 -0.2047 -2.3813
H: 4.0661 0.6571 0.2447
H: 6.5969 2.1896 3.6522
H: 1.7748 2.7080 4.0102
H: -7.2391 1.1660 -4.6181
H: -4.6411 -1.0554 -5.6092
H: 6.5874 -3.0915 1.1603
H: 0.4594 0.1828 6.5073
H: 2.7277 -2.2471 -5.1708
H: 0.7374 1.2360 0.1083
H: 1.5204 0.5407 -2.0758
H: 6.2138 1.7073 0.4087
H: 5.8920 -0.7716 3.2685
H: -3.5555 -3.7674 -0.1147
H: 5.3293 -0.4608 -0.1424
H: -3.4000 4.4554 2.5045
H: -1.7254 -5.2413 5.2273
H: 0.1233 -1.7903 5.3903
H: 4.6042 1.5062 5.3924
H: -4.1628 0.9350 2.7950
H: 3.3051 -0.6239 3.4929
H: -1.5814 -1.6459 -0.0311
H: 5.6299 -4.7531 2.8989
H: -2.9360 -1.5657 -5.5261
H: 1.7108 5.0802 -3.3604
H: 1.6050 0.1300 5.0867
H: 0.0595 1.1398 5.0830
H: 0.3294 -0.7154 -2.2894
H: -9.0318 0.4620 -3.0759
H: 3.6517 3.5946 -6.0239
H: -4.2313 -3.1004 -4.3780
H: -7.0881 6.4869 -0.2950
H: 1.5739 -6.0022 -0.7836
H: -8.2281 1.2824 -1.6790
H: -2.2682 3.1278 -2.6463
H: -2.3363 5.7341 2.3171
H: 4.0413 -3.2323 5.7489
H: 1.2220 -1.2463 3.4346
H: 5.5323 2.4864 -1.0292
H: -4.9297 2.4688 0.9113
H: 2.7851 5.0319 0.3365
H: 0.9823 3.5104 -6.2173
H: 1.3915 1.2164 3.2159
H: -2.2510 1.6663 -3.5638
H: 0.1447 -4.4879 1.3654
H: -2.1290 -1.6569 4.4891
H: 4.8293 -5.5695 1.5184
H: 7.5427 0.0305 3.6199
H: 1.6871 -0.8287 -0.9652
H: -0.9097 -4.1358 6.3293
H: 0.8232 -3.2194 -0.4637
H: -4.2060 -0.4337 -3.0004
H: 0.2759 1.8652 -6.3407
H: 4.6025 3.0633 3.6135
H: 1.6627 6.0637 -1.9700

## Properties
**Molecular weight**: 981.527 g/mol
**HOMO-LUMO gap**: 10.04 eV
**Charge**: 0
**Multiplicity**: 1

Mulliken population analysis, charges in e, atoms 1 to 99: 0.32 -0.31 0.11 -0.46 -0.57 0.23 -0.65 -0.65 -0.17 -0.44 0.07 -0.65 -0.31 -0.60 -0.56 0.48 0.30 0.85 -0.62 -1.09 -0.73 -1.46 -0.38 -0.81 -1.22 -0.65 -1.68 -1.17 -0.57 -0.46 -1.29 -1.02 -1.74 -0.22 -1.60 -0.43 -0.77 -1.02 -1.80 0.96 1.23 -0.05 -1.50 0.62 1.41 -1.59 -0.27 -1.47 1.32 -1.61 -1.30 -0.53 1.33 1.06 -0.01 1.99 -1.69 0.06 1.49 1.54 -0.56 -0.26 -0.35 0.61 1.70 0.50 0.34 0.33 0.42 -0.04 -0.25 0.17 -0.27 0.00 0.02 -0.77 0.29 -0.04 -0.23 0.27 -0.60 0.23 0.33 0.33 0.19 -0.10 -0.30 -0.46 0.16 -0.07 0.04 -0.15 0.42 -1.00 0.23 0.32 0.52 -0.26 0.31

=====

Number 1: energy -7899.26281 hartree, lowest unoccupied orbital energy -1.61 eV, HOMO energy -9.79 eV. Number 2: energy -3217.79406 hartree, lowest unoccupied orbital energy 0.47 eV, HOMO energy -9.57 eV.